A structure of composition C19H38MoN5OPSi, computed with ωB97M-V with the def2-TZVPD basis set.

```
66
Properties=species:S:1:pos:R:3:lowdin_charge:R:1
P -0.466 0.428 -2.260 0.65
H -0.426 -1.894 -3.069 0.04
H -0.403 1.798 -4.222 0.05
H 1.303 1.601 2.829 0.12
H -2.801 1.117 -1.982 0.03
C -2.267 0.358 -2.573 -0.27
H 0.218 4.506 1.278 0.08
N -0.244 -1.646 4.149 -0.08
C 0.088 -0.966 -3.334 -0.27
C 1.255 -3.798 -0.986 -0.07
N 0.125 -1.847 -0.158 -0.23
Si 2.489 0.585 -0.877 0.36
H 3.542 -0.311 -0.317 -0.08
C -2.072 3.205 1.412 -0.02
C -1.489 3.714 0.097 -0.44
C -0.476 -1.274 2.737 -0.18
C -1.089 -5.325 -0.467 -0.12
H 2.762 3.015 -1.255 0.00
H 4.261 2.273 -0.585 0.01
N 2.195 -1.310 3.831 -0.08
H 2.235 -0.338 5.714 0.12
H -1.997 -3.407 0.126 0.10
H -0.477 -2.161 2.101 0.10
H -1.241 0.055 4.907 0.12
H 1.187 1.878 -3.397 0.03
C 1.266 -5.170 -1.241 -0.10
H -0.166 -0.726 -4.373 0.04
C 0.091 -3.174 -0.441 -0.41
Mo 0.299 -0.039 -0.006 0.83
N 0.759 0.555 4.545 -0.10
H -3.058 2.783 1.252 0.08
H 2.162 -5.668 -1.647 0.10
C -1.105 -3.960 -0.224 -0.07
H -2.629 -0.649 -2.316 0.04
H -1.369 2.475 1.862 0.05
C 0.094 1.883 -3.239 -0.27
H -2.258 3.953 2.193 0.09
H 0.599 3.507 -0.151 0.06
H 2.851 0.642 4.350 0.13
C -0.074 4.265 0.258 -0.02
H 1.291 -2.469 5.312 0.12
H -0.479 1.336 3.077 0.10
H 1.172 -3.145 3.655 0.13
O -2.040 3.597 -1.017 0.02
C -0.258 -0.417 4.971 -0.17
H 0.078 -6.978 -1.131 0.08
H 2.005 -1.847 1.790 0.12
H 0.081 5.150 -0.331 0.08
H 1.436 0.598 1.024 -0.06
H -1.447 -0.769 2.632 0.12
C 1.113 -2.229 4.257 -0.16
H 2.134 -3.185 -1.209 0.10
H -0.230 2.796 -2.715 0.03
C 0.522 0.889 3.145 -0.17
C 1.941 -0.948 2.413 -0.19
N 0.580 -0.350 2.268 -0.28
H 1.161 -1.163 -3.285 0.03
H -2.004 -5.913 -0.266 0.10
H 2.857 2.591 0.489 -0.01
C 2.085 -0.078 4.659 -0.16
C 3.168 2.305 -0.523 -0.35
H -2.435 0.513 -3.651 0.05
H -0.051 -0.667 6.018 0.12
H 2.815 0.434 -2.325 -0.09
H 2.703 -0.216 2.099 0.10
C 0.096 -5.907 -0.966 -0.13
```

Summary:
HOMO (alpha / beta): -5.8 / -7.0 eV
Kohn-Sham gap (alpha / beta): 5.677 / 6.652 eV
multiplicity: 3
total energy: -1794.6852 a.u.

=====

A cluster of 3 separate species, C19H38N2O8 in total, computed with ωB97M-V with the def2-TZVPD basis set.

```
67
Properties=species:S:1:pos:R:3:lowdin_charge:R:1
C -3.034 0.954 -6.289 -0.11
C -1.828 -1.465 2.008 -0.21
H -3.797 0.418 -6.854 0.09
C -2.875 1.788 -4.049 -0.23
H 5.258 -3.424 4.720 0.11
O 0.435 2.004 -7.248 -0.20
H -1.667 3.238 -3.057 0.11
H -0.602 1.119 0.156 0.08
O 1.536 -1.259 7.112 0.18
H 1.260 1.311 2.894 0.09
H -2.282 0.236 -5.945 0.09
C -3.545 -0.227 0.768 -0.20
C 1.400 -4.092 5.185 0.13
C 0.419 0.760 3.311 -0.11
C -0.733 -1.305 3.037 -0.21
H -0.502 -0.356 -0.826 0.09
H -0.479 1.385 3.254 0.09
C -2.107 3.103 -4.051 -0.19
H -2.214 0.928 -3.894 0.11
H -2.451 -1.287 -0.801 0.11
H -2.547 1.663 -6.965 0.07
C 1.237 -2.294 6.601 -0.36
H 1.187 3.462 -8.525 0.09
C 0.243 2.982 -8.248 -0.12
H -2.513 -2.249 2.343 0.13
H -1.359 -1.809 1.074 0.11
H -3.881 -0.405 -1.328 0.12
C 4.927 -2.420 4.981 -0.22
H -0.160 2.472 -9.122 0.09
N -2.568 -0.222 1.848 -0.05
H -1.909 0.532 1.697 0.08
H 4.174 -2.115 4.255 0.11
H -4.113 0.704 0.828 0.12
H -0.462 3.760 -7.934 0.08
H -4.253 -1.043 0.947 0.12
H -2.828 3.912 -4.190 0.12
H 5.049 -2.667 7.120 0.13
C -3.019 -0.360 -0.657 -0.22
H -1.448 3.143 -5.970 0.08
H 0.604 2.620 -3.967 0.12
H 6.333 -1.065 5.959 0.07
H 5.895 -0.567 4.339 0.07
H 1.699 -4.891 4.531 0.14
O -0.052 -2.617 6.261 0.13
O 3.375 -3.594 6.454 0.01
C 0.074 2.367 -4.890 -0.22
H 1.929 1.905 -5.853 0.12
H 7.011 -1.907 4.583 0.07
C 2.125 -3.393 6.056 -0.20
N -1.054 3.271 -5.046 -0.05
H -0.345 1.240 -1.589 0.08
C 1.031 2.497 -6.054 -0.22
H -0.225 1.311 -4.820 0.11
O -1.002 -4.173 4.937 0.17
H -3.560 1.810 -3.199 0.12
H 1.330 3.542 -6.181 0.12
O -2.246 0.748 -1.085 -0.20
H -1.145 -0.935 3.980 0.13
O 0.287 -0.431 2.561 -0.19
C -0.006 -3.685 5.355 -0.45
H 3.775 -1.554 6.598 0.12
H 0.624 0.548 4.366 0.08
C -0.862 0.678 -0.810 -0.09
C 6.107 -1.434 4.958 -0.09
H -0.277 -2.280 3.215 0.10
O -3.675 1.590 -5.203 -0.18
C 4.299 -2.476 6.358 -0.16
```

Summary:
HOMO: -8.5 eV
Kohn-Sham gap: 7.781 eV
SMILES: CCCOC1=CC(=O)OC1=O.COCCNCCOC.COCCNCCOC
total energy: -1458.0702 a.u.

=====

A structure of composition C19H38N7O2PtS2, computed with ωB97M-V with the def2-TZVPD basis set.

```
69
Properties=species:S:1:pos:R:3:lowdin_charge:R:1
H -0.083 0.109 -1.563 0.02
S 1.447 3.041 0.493 0.67
Pt 1.712 0.420 0.114 0.67
H -4.282 -1.336 -1.084 0.10
H 1.049 -7.455 -0.951 0.09
C 1.918 -3.836 -1.619 -0.11
C 3.373 1.186 2.802 -0.27
C -0.920 4.190 -2.500 -0.03
H 1.788 3.485 -2.775 0.10
H -1.408 4.916 -1.856 0.09
C -1.049 0.253 2.112 -0.08
H 2.497 -3.745 -2.529 0.10
H -2.511 -1.775 -2.948 0.10
H -0.835 -1.607 -2.434 0.09
H -2.153 -2.019 2.255 0.10
C 1.040 2.734 -2.509 -0.08
H 3.318 2.254 2.579 0.09
C -2.690 -1.441 1.500 -0.03
N -2.266 -0.703 -1.191 -0.15
N 2.021 0.630 2.713 -0.05
H -3.621 -1.079 1.939 0.10
C -1.387 -0.306 -0.227 -0.42
C 0.422 -4.089 0.694 -0.01
H 4.248 -0.585 1.938 0.13
H -0.312 4.729 -3.228 0.10
H 1.613 -5.908 -1.907 0.11
H -3.104 4.098 -0.437 0.10
C -1.146 4.272 1.600 -0.07
H -0.162 4.647 1.857 0.06
H -1.451 3.528 2.338 0.09
C 4.245 0.493 1.772 -0.21
H -2.904 2.671 0.595 0.09
H -4.000 0.172 -1.963 0.09
C 0.656 -5.215 -0.089 -0.14
H 3.821 1.078 3.792 0.12
H -2.920 -2.103 0.671 0.09
C 1.681 -2.707 -0.833 -0.63
H 1.520 1.934 -1.954 0.01
H 1.337 1.214 3.177 0.07
H -1.709 0.504 2.944 0.10
N -0.176 0.054 -0.557 -0.06
H -0.551 1.155 1.761 0.04
N -1.135 3.706 0.258 -0.20
H -0.293 -0.451 2.471 0.07
N 3.710 0.733 0.412 -0.19
H 5.274 0.851 1.830 0.13
C 0.927 -2.855 0.332 -0.12
H -1.675 3.617 -3.041 0.10
H -0.165 -4.209 1.595 0.12
H -1.686 -0.228 -3.179 0.10
H 1.987 -0.289 3.141 0.09
H -3.904 0.150 -0.196 0.08
N -1.847 -0.330 1.054 -0.14
C -2.445 3.260 -0.204 -0.04
H -2.345 2.625 -1.079 0.08
C -1.791 -1.088 -2.507 -0.03
H 0.603 2.334 -3.425 0.10
H -1.865 5.092 1.622 0.10
H 4.196 0.150 -0.268 0.05
O 0.400 -7.634 -0.262 0.13
O -0.701 -6.556 1.315 0.12
C 0.007 3.368 -0.380 -0.72
C 0.058 -6.503 0.388 -0.48
H 3.862 1.707 0.152 0.07
N -0.030 3.330 -1.720 -0.19
C -3.691 -0.419 -1.097 -0.05
C 1.413 -5.071 -1.248 -0.02
S 2.329 -1.162 -1.409 0.62
H 0.743 -1.988 0.953 0.06
```

Summary:
HOMO: -10.1 eV
Kohn-Sham gap: 7.766 eV
charge: +1
total energy: -2196.1054 a.u.
energy relative to the best compared isomer or geometry (same formula, charge and spin): 16.09 kcal per mole

=====

A cluster of 8 separate species, C19H39Br16O5P in total, computed with ωB97M-V with the def2-TZVPD basis set.

```
80
Properties=species:S:1:pos:R:3:lowdin_charge:R:1
H 3.210 6.749 2.941 0.05
O -2.272 0.888 -3.921 -0.29
O -3.198 -0.244 -0.792 -0.48
Br -4.912 -1.229 -1.197 1.08
C 1.517 6.312 4.247 -0.69
H -8.381 -1.254 -2.864 0.05
H 0.347 0.197 2.192 0.04
Br 5.571 -2.231 1.572 0.59
H -0.471 2.166 3.364 0.06
Br 0.863 2.169 5.442 0.63
C -7.592 -0.916 -2.190 -0.70
H -7.209 0.042 -2.541 0.06
C -4.632 -4.717 -6.622 -0.67
H -4.952 -5.566 -6.020 0.05
H 1.911 3.991 -3.171 0.05
C 2.947 6.135 3.800 -0.67
H -4.321 -5.071 -7.605 0.06
H 4.878 0.532 0.825 0.03
H 3.861 -4.686 -4.847 0.06
H -1.556 -1.498 -1.109 0.12
H 1.230 2.518 2.998 -0.02
C -3.855 -1.702 1.394 -0.07
C 3.508 -4.360 -3.869 -0.68
Br 3.311 4.286 3.303 0.63
P -2.011 -0.462 -3.345 0.56
H 3.899 4.913 -1.744 0.06
C 3.260 1.141 9.366 -0.69
O -1.915 -0.333 1.156 0.09
O -0.489 -0.967 -3.883 -0.21
C 6.340 -0.992 0.281 -0.69
H -6.189 -2.317 -3.029 -0.10
C -6.522 -1.968 -2.047 -0.66
C 2.643 0.246 8.320 -0.70
H 7.234 -0.597 0.764 0.06
H -0.174 -1.633 -3.218 -0.08
C 0.742 0.402 3.187 -0.68
H 3.402 -0.389 7.862 0.06
Br 1.141 2.267 -1.541 0.62
C -5.690 -3.649 -6.754 -0.66
H 1.386 7.278 4.736 0.06
O -3.224 -1.490 -3.843 -0.25
Br 2.632 -0.071 3.089 0.61
C -2.918 -0.695 0.587 -0.45
H 2.116 0.794 7.541 -0.03
H 2.841 -2.336 -4.335 0.06
H 0.282 -0.277 3.902 0.06
H 3.293 3.905 -0.413 0.04
Br -3.009 -4.021 -5.800 0.69
H -2.989 -2.433 -3.702 -0.01
H 4.132 1.657 8.963 0.06
H 1.171 5.523 4.913 0.04
Br 3.987 -0.485 -1.270 0.56
C 0.559 1.855 3.540 -0.68
H -6.838 -2.825 -1.451 0.05
C 2.447 -3.299 -4.016 -0.64
H -4.001 -2.625 0.765 0.06
H -1.159 0.305 -1.151 0.09
Br 1.510 -3.000 -2.332 0.69
H 3.197 2.828 -2.788 0.05
H -5.300 -2.698 -7.113 0.06
Br -8.488 -0.583 -0.490 0.59
H 1.676 -3.621 -4.716 0.07
C 5.380 0.121 -0.050 -0.68
Br 0.306 6.339 2.725 0.60
H -6.488 -3.984 -7.417 0.06
H -4.817 -1.231 1.735 0.09
H -3.275 -2.036 2.309 0.10
H 3.176 -5.227 -3.301 0.05
H 6.633 -1.580 -0.588 0.04
H 3.633 6.351 4.619 0.06
Br 1.361 -0.988 9.113 0.60
Br 2.035 2.559 9.900 0.59
Br 1.784 5.833 -0.872 0.60
H 5.892 0.925 -0.580 0.06
C 2.428 3.475 -2.364 -0.68
H 3.545 0.610 10.272 0.05
Br -6.565 -3.296 -5.047 0.75
Br 5.088 -3.660 -2.967 0.60
C 3.022 4.406 -1.341 -0.70
C -1.915 -0.474 -1.466 -0.21
```

Summary:
HOMO: -9.1 eV
Kohn-Sham gap: 9.093 eV
total energy: -42649.1214 a.u.

=====

A cluster of 2 separate species, C19H39Cl3N4O4S in total, computed with ωB97M-V with the def2-TZVPD basis set.

```
70
Properties=species:S:1:pos:R:3:lowdin_charge:R:1
H -2.844 0.522 -0.131 0.12
H -2.541 4.810 3.251 0.08
H -1.966 6.464 3.066 0.07
C -3.465 -0.404 -0.283 -0.25
C 0.102 -1.084 -3.589 -0.21
C 4.300 -3.156 -0.598 -0.65
H -2.012 6.305 0.864 0.11
H -0.614 -0.880 3.327 0.12
C -1.681 5.466 3.407 -0.08
O -1.189 -1.465 1.409 -0.17
C 1.135 0.088 -1.423 -0.19
H 0.592 -3.279 1.409 0.09
H -2.103 -4.265 -3.611 0.07
H 1.945 0.264 -3.542 0.11
H 0.840 -3.304 3.052 0.10
H 2.534 -0.664 3.437 0.09
H 2.524 -3.440 -1.905 0.06
H 3.102 0.493 -0.451 0.13
H 0.338 1.068 -3.224 0.11
H -2.507 -0.210 2.577 0.10
H 0.978 6.636 0.229 0.08
C 0.015 7.018 0.577 -0.08
C -2.902 -1.402 -1.389 -0.11
N 1.214 -2.954 2.164 0.14
C -0.422 -3.384 -2.867 -0.48
C 0.953 0.132 -3.004 -0.18
H -3.369 -1.282 -2.408 0.08
H -0.281 7.858 -0.054 0.08
H -1.314 -4.616 -1.698 0.04
S -0.030 1.004 1.898 0.81
H 1.362 -2.772 -3.526 0.11
H -1.776 -1.264 -1.412 0.04
H -3.082 -2.455 -1.006 0.07
N 0.601 -2.354 -2.985 -0.01
C -0.238 -0.808 2.254 -0.54
C -3.699 -1.233 1.049 -0.59
H 4.094 -4.349 -2.441 0.08
H -1.010 -0.935 -3.536 0.10
C 3.707 -2.307 0.325 -0.51
C -0.467 4.943 2.657 -0.28
C 2.339 -1.526 0.149 -0.31
N -0.575 -3.902 -1.675 0.13
O 2.083 -0.814 1.364 -0.16
Cl -5.082 -0.372 1.949 0.54
H -1.170 5.605 -0.504 0.12
H -4.495 -0.062 -0.630 0.09
H 4.001 -2.559 -2.683 0.09
C 3.643 -3.404 -2.008 -0.10
H 0.405 5.583 2.826 0.11
H 0.066 1.556 3.176 -0.10
H 1.485 -2.141 -0.251 0.13
C 1.220 -1.494 2.276 -0.59
Cl 4.596 -2.062 1.910 0.61
C -2.475 -1.221 2.053 -0.25
H -2.622 -2.002 2.869 0.14
H -0.208 3.960 3.058 0.09
H 0.315 -0.547 -0.979 0.09
H -0.709 -4.572 -4.461 0.08
O -0.688 4.764 1.268 -0.17
H -1.472 5.526 4.476 0.08
N -1.253 -3.842 -3.988 0.08
H 0.967 1.139 -1.018 0.10
H 0.358 -1.127 -4.703 0.12
O 1.735 -1.202 3.593 -0.01
H 3.195 -0.768 -1.843 0.09
H 0.161 7.397 1.590 0.06
Cl 5.862 -3.971 -0.143 0.54
H -4.071 -2.283 0.888 0.10
C 2.604 -0.390 -0.966 -0.09
C -1.040 5.925 0.533 -0.28
```

Summary:
HOMO: -8.6 eV
Kohn-Sham gap: 9.019 eV
SMILES: [H]/N=C(\N)NCCCC[C@H](O[C@@](N)(O)[C@@H](S)OC[C@@H](Cl)CC)/C(Cl)=C(\C)Cl.CCOCC
total energy: -3045.9507 a.u.

=====

A cluster of 4 separate species, C19H39ClN4O7S in total, computed with ωB97M-V with the def2-TZVPD basis set.

```
71
Properties=species:S:1:pos:R:3:lowdin_charge:R:1
S 0.464 3.287 1.192 0.33
H -0.291 -0.008 4.484 0.13
Cl 0.069 4.978 0.102 0.42
C -1.398 1.021 2.925 -0.18
H 5.603 -0.153 3.254 0.10
H 0.288 2.095 3.789 0.11
H 1.648 -0.544 1.167 0.14
C -2.003 -3.230 0.888 -0.34
H -1.319 0.961 1.840 0.10
N -2.350 -4.376 0.285 -0.18
C 4.066 1.244 3.725 -0.09
C -3.155 -4.312 -0.921 -0.05
C -0.902 7.918 -4.950 -0.04
H -1.598 -7.356 -4.001 0.14
C -0.736 -5.939 -5.957 -0.06
C -0.712 3.499 2.507 -0.29
H 0.898 -4.639 -3.495 0.09
O 0.129 2.181 0.359 -0.32
C 0.120 -0.993 2.612 -0.21
H -2.636 -3.744 -1.693 0.08
N 3.828 -1.059 2.626 0.01
O 1.962 -2.409 3.025 0.07
C 0.623 -2.301 3.213 -0.46
H 0.373 -3.874 -5.012 0.09
C -1.932 -5.668 0.795 -0.04
O -0.024 -3.140 3.771 0.12
H -3.325 -5.322 -1.282 0.08
H -0.461 -1.272 1.728 0.13
O 0.848 9.819 -4.054 0.02
H -1.257 -6.887 -6.081 0.08
C 0.040 -4.413 -4.128 -0.03
H -1.270 2.636 4.343 0.12
H -1.333 -5.520 1.692 0.09
H -0.640 -3.781 -3.555 0.09
H -0.118 7.038 -1.758 0.03
H -1.400 -3.387 1.796 0.12
H -1.299 -5.163 -6.479 0.09
H -1.477 8.829 -5.117 0.09
H 4.844 1.984 3.918 0.08
N -0.313 7.919 -3.622 -0.20
H -0.127 7.867 -5.715 0.09
H -1.724 6.858 -2.486 0.09
H -1.340 -6.196 0.048 0.07
C 1.428 -0.304 2.211 -0.06
H 1.445 0.778 2.318 0.08
H 0.250 -6.023 -6.418 0.09
H -1.621 -0.938 3.833 0.12
C 0.539 8.916 -3.303 -0.36
O -2.313 -2.114 0.493 -0.01
H 2.410 -0.727 4.109 0.15
O -1.037 -6.230 -2.401 0.01
C -0.651 6.865 -2.690 -0.09
H -2.800 -6.278 1.053 0.09
H -4.107 -3.817 -0.723 0.09
H -0.365 5.888 -3.084 0.09
H 3.233 1.772 3.264 0.05
H 0.937 8.833 -2.277 0.13
C 2.470 -1.025 3.060 -0.33
O 1.780 3.430 1.719 -0.33
H -2.465 1.070 3.149 0.12
H 4.873 0.601 1.851 0.11
H 3.764 0.852 4.695 0.07
C 4.649 0.160 2.825 -0.24
H -1.558 7.055 -5.042 0.08
C -0.733 2.300 3.454 -0.21
H -0.360 4.391 3.024 0.10
C -1.113 -6.453 -3.595 -0.34
H 3.800 -1.274 1.636 0.11
H -1.678 3.713 2.052 0.11
N -0.624 -5.636 -4.546 -0.20
C -0.820 -0.253 3.556 -0.13
```

Summary:
HOMO: -8.9 eV
Kohn-Sham gap: 9.249 eV
SMILES: CCN[C@H]1C[C@H](CCCCS(=O)(=O)Cl)C(=O)O1.CN(C)C=O.CN(C)C=O.CN(C)C=O
total energy: -2351.4503 a.u.

=====

Question: Which formula does entry 3 have?
Answer: C19H38N7O2PtS2